Formula: C30H41FHgN3O3P2S
Source: the OMol25 dataset
Level of theory: ωB97M-V/def2-TZVPD

ORCA input file:
```
! RIJCOSX wB97M-V def2-TZVPD def2/J DEFGRID3
* xyz 0 2
Hg 1.71268 -0.88591 -0.31042
C 5.38460 0.48112 0.54619
C 4.93253 0.34405 2.01497
N 3.52903 -0.00617 2.09418
C 3.10951 -0.88127 3.16603
C 3.75518 -2.27049 3.12165
S 3.80733 -3.08443 1.49037
C 5.49488 -2.69263 0.90374
C 5.58518 -1.82537 -0.35307
N 4.86219 -0.57069 -0.30670
H 6.48592 0.53382 0.51873
H 4.99763 1.42864 0.16379
H 5.17288 1.28013 2.53807
H 5.51422 -0.43653 2.50255
H 2.93795 0.81238 2.05652
H 2.02932 -1.00271 3.06010
H 3.30520 -0.46710 4.17082
H 3.16662 -2.93744 3.75099
H 4.77438 -2.26656 3.50881
H 5.96467 -3.65153 0.68362
H 6.03397 -2.24979 1.73854
H 5.17321 -2.39442 -1.18870
H 6.66339 -1.67586 -0.54642
H 4.75308 -0.22327 -1.24897
C -6.50782 -1.98328 0.74428
C -6.04371 -1.10101 1.89700
C -7.04715 0.02036 2.14050
C -6.64204 0.81775 3.36981
C -5.21921 1.29219 3.23327
C -4.79170 2.39959 3.93479
C -3.48793 2.85383 3.79604
F -3.10832 3.94342 4.49229
C -2.59820 2.22437 2.97233
C -3.00540 1.09322 2.26126
C -1.99972 0.41895 1.41233
O -0.83246 0.79472 1.38158
C -2.53398 -0.70046 0.67007
C -3.80963 -1.10885 0.84896
N -4.71319 -0.50796 1.66706
C -4.32241 0.61672 2.38172
C -1.65773 -1.46423 -0.29742
O -1.63388 -0.91802 -1.49031
O -1.12619 -2.50857 0.01918
H -7.54682 -2.26207 0.91338
H -5.93438 -2.90562 0.66857
H -6.45031 -1.44146 -0.20118
H -5.98198 -1.71223 2.80581
H -8.04049 -0.40748 2.27605
H -7.07657 0.66872 1.26040
H -6.73198 0.18849 4.26058
H -7.30309 1.67397 3.50845
H -5.47319 2.92042 4.59572
H -1.58134 2.57120 2.85014
H -4.15339 -1.98082 0.31511
C -1.43358 -0.35891 -4.00497
P -0.20845 -0.77476 -2.70068
C -0.03731 -2.57685 -2.99432
C 1.30530 -0.05037 -3.62482
C 2.06620 -0.66537 -4.61119
C 3.21697 -0.05391 -5.08956
C 3.62151 1.17113 -4.58288
C 2.86241 1.80555 -3.61078
C 1.69826 1.21021 -3.13568
P 0.54673 1.97064 -1.93012
C -0.13250 3.33687 -2.98895
C 1.66860 3.02288 -0.90095
H -0.99978 -0.63064 -4.96748
H -1.66456 0.70457 -4.00551
H -2.35106 -0.91736 -3.83326
H 0.61147 -2.77821 -3.84510
H -1.03076 -2.98448 -3.17496
H 0.36797 -3.04630 -2.10104
H 1.78066 -1.63009 -5.01474
H 3.80362 -0.53717 -5.86165
H 4.53005 1.63406 -4.94825
H 3.18171 2.76984 -3.23149
H 0.67228 3.87373 -3.49384
H -0.67908 4.02702 -2.34401
H -0.81955 2.94451 -3.73603
H 2.12740 3.82462 -1.48217
H 2.43472 2.39362 -0.44658
H 1.06939 3.46138 -0.10215
*
```

**Relative energy (zero: lowest compared OMol25 entry of this formula, charge and spin)**: 9.7 kcal per mole
**HOMO energy (alpha / beta)**: -6.1 / -7.0 eV
**Total energy**: -78693.05641 eV

Mulliken atomic charge list, values in e, 2 entries: number 1, Hg, carries 0.4544; number 2, C, carries -0.8668